Entry one
Computed, not measured: a gas-phase ion, C6H12NOS (charge +1), with wB97M-V/def2-TZVPD.

```
! wB97M-V def2-TZVPD RIJCOSX def2/J DEFGRID3
* xyz 1 1
C -0.67369 -0.07853 0.04404
C 1.29591 -1.34305 0.10338
C 2.04932 -0.03046 0.50619
C 3.35697 0.09638 -0.30466
C -2.26635 1.65912 0.18616
C -2.98920 -0.69572 -0.29469
N -1.84908 0.30292 -0.12748
O -0.14203 -1.21087 0.15701
S 0.99715 1.37538 -0.03845
H 1.62145 -1.76091 -0.93059
H 1.43578 -2.20891 0.75067
H 2.36601 0.03602 1.59867
H 4.09796 0.89811 -0.07494
H 3.18059 0.37096 -1.33304
H 3.94228 -0.90034 -0.29666
H -3.24574 1.94921 -0.16738
H -1.45126 2.36164 -0.06281
H -2.27165 1.65316 1.28208
H -3.76441 -0.10665 0.18906
H -2.63668 -1.60985 0.17057
H -3.05332 -0.75760 -1.35715
*
```

Output
E_LUMO: -4.2 eV
E_HOMO: -13.408 eV
frontier orbital gap: 9.2 eV

Entry two
Computed, not measured: a gas-phase ion, C6H12NOS (charge +1), with wB97M-V/def2-TZVPD.

```
! wB97M-V def2-TZVPD RIJCOSX def2/J DEFGRID3
* xyz 1 1
C -3.07412 -0.82308 -0.08757
C 1.49434 -0.10412 0.02876
C -2.41602 0.55682 -0.07851
C -1.65832 -1.40944 -0.22252
C 2.85902 0.59531 -0.02789
C 0.03325 0.62679 0.03418
N -1.09137 -0.01447 -0.17924
O -0.00633 1.93207 0.19433
S 4.63809 -0.29235 -0.13085
H -3.45319 -1.22688 0.91064
H -3.68992 -0.88523 -0.99143
H 1.62570 -0.82861 -0.77254
H 1.50411 -0.83482 0.85013
H -2.64408 1.26024 -0.84798
H -2.63973 1.00333 0.99775
H -1.32407 -1.89479 0.59864
H -1.44726 -1.92297 -1.14467
H 3.00003 1.21174 -0.93570
H 3.00462 1.05641 0.89765
H 5.33600 0.92248 0.06731
H 0.75707 2.39791 0.72571
*
```

Output
SMILES: OC(CCS)=[N+]1CCC1
E_LUMO: -3.6 eV
E_HOMO: -12.393 eV
frontier orbital gap: 8.8 eV

Stability, highest: entry one

Entry one
Computed, not measured: 7 unconnected molecules or ions with the total composition C28H77N7O7, with wB97M-V/def2-TZVPD.

```
! wB97M-V def2-TZVPD RIJCOSX def2/J DEFGRID3
* xyz 0 1
C 5.01784 1.93485 -0.31329
C 5.77412 0.98304 -1.24385
C 5.27806 -0.39415 -0.82417
O 5.83484 -1.41956 -1.61453
C 5.27452 -2.71417 -1.32717
N 5.52726 1.42297 -2.57657
H 5.16194 3.02873 -0.57346
H 5.23828 1.87846 0.74751
H 3.99030 1.69474 -0.41720
H 6.86505 1.14512 -1.09225
H 4.20552 -0.48232 -0.79940
H 5.65159 -0.49120 0.19912
H 5.03615 -2.84960 -0.26462
H 5.92820 -3.48452 -1.64936
H 4.34811 -2.76897 -1.85663
H 5.96323 0.78656 -3.24121
H 4.55101 1.33824 -2.82018
C 1.72832 1.38588 3.26428
C 2.01223 2.75463 2.62728
C 0.70706 3.56888 2.64552
O -0.29686 2.88957 1.93187
C -1.61714 3.10506 2.37359
N 3.06935 3.46580 3.30570
H 2.59499 0.75316 3.21821
H 0.93352 0.96541 2.69981
H 1.40442 1.43235 4.31356
H 2.30384 2.60980 1.55824
H 0.87111 4.59277 2.27315
H 0.34433 3.76405 3.65593
H -2.28045 2.46427 1.83662
H -1.93838 4.15258 2.19399
H -1.69201 2.90842 3.46708
H 3.28342 4.33003 2.81822
H 2.79102 3.60219 4.26170
C 1.85234 -2.82628 4.71309
C 2.10298 -3.22269 3.20826
C 2.08106 -2.01433 2.26940
O 2.48638 -2.41125 0.99593
C 1.49251 -3.20181 0.25051
N 3.34569 -4.00337 3.08021
H 2.00268 -3.75029 5.29024
H 0.82769 -2.42208 4.84282
H 2.52912 -2.00101 5.08883
H 1.25251 -3.87796 2.91022
H 2.81925 -1.28907 2.59071
H 1.08458 -1.51200 2.25028
H 1.67794 -3.02834 -0.79513
H 0.53733 -2.76674 0.49907
H 1.56104 -4.25167 0.51537
H 3.71317 -3.85954 2.16955
H 3.99621 -3.65468 3.78823
C -5.97069 2.02344 -1.97415
C -5.05213 2.31514 -3.18852
C -3.87205 3.15896 -2.75806
O -4.29149 4.40554 -2.46591
C -3.32666 5.33388 -2.11473
N -4.69007 1.09537 -3.88944
H -6.25950 2.96425 -1.48295
H -5.39722 1.46676 -1.23089
H -6.84662 1.40873 -2.29048
H -5.67440 2.94170 -3.79807
H -3.07454 3.12398 -3.48211
H -3.43834 2.72866 -1.84288
H -3.84697 6.19967 -1.69603
H -2.70006 5.59394 -2.96396
H -2.67582 5.02439 -1.28072
H -5.47577 0.47957 -4.05812
H -4.18606 1.34316 -4.74507
C -0.39319 -2.36098 -3.20302
C -1.77040 -1.74435 -3.35963
C -2.72901 -2.67254 -4.13966
O -3.45621 -3.54293 -3.27904
C -4.36306 -4.31662 -3.92373
N -2.37046 -1.36442 -2.04210
H 0.17800 -1.81453 -2.47631
H 0.02143 -2.44524 -4.19145
H -0.49863 -3.43732 -2.93288
H -1.77735 -0.77322 -3.87619
H -2.10773 -3.19074 -4.90802
H -3.51620 -2.10487 -4.68435
H -4.79766 -5.07510 -3.25032
H -3.96006 -4.88951 -4.82107
H -5.18823 -3.70869 -4.25310
H -2.49607 -2.21114 -1.52005
H -3.22287 -0.78480 -2.23539
C 1.27539 0.47393 -0.34444
C 1.04508 1.53715 -1.38515
C 1.14125 1.10331 -2.85606
O 2.30293 0.23429 -2.93844
C 2.67442 -0.20375 -4.22839
N -0.36484 2.11193 -1.22096
H 0.62037 -0.44256 -0.41390
H 1.15394 0.91510 0.65451
H 2.24348 -0.05565 -0.33487
H 1.74979 2.35456 -1.22813
H 1.31075 1.92102 -3.53924
H 0.20222 0.58931 -3.09031
H 2.76563 0.59015 -4.97331
H 1.88383 -0.88668 -4.60216
H 3.61009 -0.69796 -4.14627
H -1.02230 1.34370 -1.32288
H -0.44823 2.53893 -0.30960
C -2.32254 -1.59642 6.15665
C -3.04842 -0.95588 4.91322
C -2.05030 -0.77172 3.82831
O -2.58265 -0.22608 2.69042
C -1.72668 -0.22234 1.57905
N -4.08029 -1.89983 4.40143
H -1.44801 -0.98021 6.50020
H -1.98345 -2.61586 5.84645
H -3.04822 -1.79142 6.94189
H -3.42822 0.03052 5.27257
H -1.50598 -1.74612 3.65380
H -1.36547 -0.01117 4.20086
H -2.22124 -0.09219 0.62675
H -1.18303 -1.17331 1.52849
H -0.93407 0.56459 1.64915
H -4.29481 -1.60341 3.46892
H -4.92154 -1.76598 4.93482
*
```

Output
SMILES: COC[C@H](C)N.COC[C@H](C)N.COC[C@H](C)N.COC[C@H](C)N.COC[C@H](C)N.COC[C@H](C)N.COC[C@H](C)N
E_LUMO: 0.6 eV
E_HOMO: -8.918 eV
frontier orbital gap: 9.5 eV

Entry two
Computed, not measured: a molecular structure, C28H77N7O7, with wB97M-V/def2-TZVPD.

```
! wB97M-V def2-TZVPD RIJCOSX def2/J DEFGRID3
* xyz 0 1
C -2.59817 1.62968 -4.37302
C -1.05683 1.26515 -4.43215
C -0.63735 0.01606 -3.66013
O -1.43079 -1.03311 -4.16626
C -1.36559 -2.17970 -3.38532
N -0.68579 1.11609 -5.82655
H -3.27834 0.85951 -4.73675
H -2.63948 2.61197 -4.84366
H -2.94335 1.94452 -3.38822
H -0.52474 2.15050 -4.08413
H -0.73811 0.10065 -2.57810
H 0.40455 -0.25708 -3.82730
H -2.08155 -2.86722 -3.83567
H -1.53649 -2.06083 -2.31539
H -0.53966 -2.80180 -3.73020
H -0.23794 0.21877 -5.94637
H -1.56546 1.05644 -6.31921
C -3.06567 -1.24283 -1.34196
C -3.53205 -0.84715 0.08474
C -2.65626 -1.47967 1.20732
O -2.63909 -2.92945 1.15969
C -1.40817 -3.38829 0.52598
N -3.60266 0.58112 0.07972
H -2.16453 -0.65227 -1.50713
H -3.84787 -0.95949 -2.04621
H -2.91719 -2.32098 -1.40234
H -4.53510 -1.27370 0.09240
H -2.97296 -1.15864 2.19966
H -1.70049 -0.95567 1.20124
H -1.16754 -2.70427 -0.28785
H -1.46394 -4.36134 0.03796
H -0.58857 -3.34454 1.24322
H -4.44042 0.92546 0.52658
H -3.73179 0.77808 -0.90244
C 0.96360 -0.72250 2.09938
C 0.99200 0.25783 0.95089
C 0.25069 -0.27538 -0.25927
O 1.00702 -1.33353 -0.80444
C 0.72594 -1.78602 -2.10150
N 0.34789 1.43745 1.48567
H 1.32496 -1.68574 1.73926
H -0.10331 -0.82099 2.29959
H 1.47338 -0.48643 3.03346
H 2.05613 0.44595 0.80826
H 0.14754 0.52886 -0.98774
H -0.73994 -0.59463 0.06449
H -0.31864 -2.06841 -2.23266
H 1.34446 -2.66291 -2.29277
H 1.11324 -1.09750 -2.85251
H -0.53142 1.19098 1.91714
H 1.04143 1.72562 2.16099
C -1.26141 4.77939 3.28732
C -2.23880 4.08242 4.22715
C -2.16637 2.52724 4.12478
O -2.63394 2.05124 2.85106
C -2.68588 0.62390 2.78612
N -1.92786 4.49077 5.55809
H -1.55283 4.58065 2.25597
H -0.19833 4.62075 3.46838
H -1.47920 5.84577 3.34649
H -3.27681 4.35560 4.03737
H -2.69602 2.09332 4.97289
H -1.13609 2.19234 4.24503
H -3.42200 0.44389 3.56958
H -1.72804 0.10535 2.82780
H -3.21112 0.21992 1.92065
H -2.63208 4.14422 6.19375
H -1.88957 5.49970 5.58427
C 3.93911 1.35179 1.45886
C 3.28515 1.92559 0.14443
C 3.47716 0.91951 -1.01476
O 4.83983 0.44355 -1.09547
C 5.08801 -0.08063 -2.47375
N 1.93695 2.44220 0.36103
H 3.17001 0.74888 1.94165
H 4.13043 2.08096 2.24614
H 4.80578 0.71560 1.27928
H 3.93596 2.75848 -0.12168
H 3.07907 1.39839 -1.90935
H 2.79484 0.08271 -0.86543
H 6.11388 -0.44150 -2.54761
H 4.89238 0.58355 -3.31559
H 4.52101 -0.99147 -2.66605
H 1.86328 3.20310 1.02111
H 1.33604 1.68920 0.66434
C 1.24237 -0.01847 5.24694
C 0.12976 0.72444 6.06977
C -1.32348 0.07276 6.01351
O -1.68638 -0.22283 4.68850
C -2.71075 -1.21929 4.70221
N 0.60496 0.96193 7.45355
H 1.20069 -1.06867 5.53580
H 2.27172 0.30948 5.39180
H 1.07986 0.05733 4.17179
H -0.12205 1.69275 5.63725
H -2.01663 0.69763 6.57669
H -1.25564 -0.83109 6.61895
H -2.94350 -1.61091 3.71198
H -3.56375 -0.65668 5.08164
H -2.53177 -1.99137 5.45052
H 0.19880 1.86784 7.63917
H 1.60066 1.13125 7.45701
C 2.56096 -0.67670 -3.68938
C 2.01099 -1.60741 -4.77291
C 3.07968 -2.47166 -5.55574
O 2.35236 -3.03997 -6.70928
C 2.97404 -4.11110 -7.34061
N 1.09048 -2.45639 -4.03464
H 3.24914 0.08864 -4.04822
H 2.98965 -1.17962 -2.82255
H 1.74129 -0.06947 -3.30531
H 1.43752 -1.04745 -5.51161
H 3.53363 -3.20501 -4.88923
H 3.86923 -1.87646 -6.01448
H 4.03478 -3.89639 -7.47040
H 2.55363 -4.16821 -8.34465
H 2.78606 -5.12201 -6.97893
H 0.26314 -1.87751 -4.01210
H 1.02060 -3.15447 -4.76120
*
```

Output
E_LUMO: 0.7 eV
E_HOMO: -8.109 eV
frontier orbital gap: 8.8 eV

Stability, highest: entry one

Entry one
Computed, not measured: 2 unconnected molecules or ions with the total composition C7H14Si, with wB97M-V/def2-TZVPD.

```
! wB97M-V def2-TZVPD RIJCOSX def2/J DEFGRID3
* xyz 0 1
C -2.60433 0.37748 0.93831
C -2.56811 -0.53008 -1.25305
C -2.47670 0.79574 -0.56759
C -1.67682 -0.31714 -0.05630
C 1.33305 1.69882 0.37368
C 1.64993 -0.81259 -1.58068
C 1.46186 -0.99720 1.74901
Si 0.96383 -0.15373 0.09219
H -2.33130 1.07031 1.71272
H -3.55682 -0.09398 1.20451
H -3.38986 -1.22248 -1.14844
H -2.03664 -0.80752 -2.21473
H -2.70889 1.83086 -0.84893
H 0.60757 2.34961 -0.11738
H 1.01215 1.90846 1.45014
H 2.36261 2.07151 0.22257
H 0.95401 -0.21204 -2.32247
H 2.69333 -0.44545 -1.80832
H 1.57813 -1.92628 -1.63583
H 0.68284 -1.72750 1.90629
H 2.47531 -1.42066 1.62738
H 1.51925 -0.17321 2.38836
*
```

Output
E_LUMO: 0.9 eV
E_HOMO: -7.782 eV
frontier orbital gap: 8.6 eV

Entry two
Computed, not measured: a molecular structure, C7H14Si, with wB97M-V/def2-TZVPD.

```
! wB97M-V def2-TZVPD RIJCOSX def2/J DEFGRID3
* xyz 0 1
C 3.17042 0.59882 0.25382
C -1.18079 -2.46741 -0.62290
C 2.34580 -0.43366 0.26624
C -0.07291 -2.10924 -0.03635
C -1.88499 1.23500 1.31180
C -0.10844 0.94277 -1.75139
C -0.55931 0.62964 1.66122
Si 0.43615 -0.23932 0.20298
H 4.32077 0.55830 0.25453
H 2.85506 1.62987 0.22153
H -1.44464 -3.47324 -0.84434
H -2.04688 -1.84360 -0.97982
H 2.61818 -1.43598 0.18855
H 0.72152 -2.94055 0.15274
H -1.86758 2.04304 0.44034
H -2.51919 0.48767 0.77716
H -2.28941 1.75593 2.18210
H -0.80983 0.23497 -2.11265
H -0.49534 1.85406 -1.34115
H 0.76322 0.92936 -2.34480
H -1.05194 -0.12371 2.35146
H 0.15168 1.32790 2.23343
*
```

Output
E_LUMO: 0.8 eV
E_HOMO: -8.747 eV
frontier orbital gap: 9.6 eV

Entry three
Computed, not measured: C7H14Si in the gas phase, with wB97M-V/def2-TZVPD.

```
! wB97M-V def2-TZVPD RIJCOSX def2/J DEFGRID3
* xyz 0 1
C -2.72149 -0.96760 -0.24035
C -1.86929 -0.13941 -0.39058
C -3.51244 -2.13743 0.08586
C 0.58140 0.67866 1.46007
C 1.72974 -0.77331 -0.22232
C 2.21176 1.62324 -0.22971
C 1.09464 0.57375 0.04788
Si -0.30926 0.96939 -1.08741
H -4.19545 -2.04768 1.07197
H -4.11934 -2.32804 -0.75164
H -2.91363 -2.87704 0.41655
H 0.33119 1.72419 1.69247
H -0.31032 0.06068 1.58735
H 1.24401 0.40415 2.24145
H 2.60463 -1.09886 0.39525
H 2.35271 -0.74049 -1.15384
H 1.00263 -1.51639 -0.27614
H 2.71295 1.59460 -1.21914
H 1.65062 2.53574 -0.03462
H 3.09625 1.60896 0.43369
H -0.64693 2.38485 -1.26006
H -0.01437 0.46804 -2.56674
*
```

Output
SMILES: CC#C[SiH2]C(C)(C)C
E_LUMO: 0.8 eV
E_HOMO: -9.610 eV
frontier orbital gap: 10.4 eV

Stability, highest: entry three